{
  "formula": "C3H3Cl2NS",
  "method": "the ωB97M-V functional and the def2-TZVPD basis",
  "homo_lumo_gap_ev": 8.6,
  "smiles": "S=CNC=C(Cl)Cl",
  "species": ["S", "C", "N", "C", "C", "Cl", "Cl", "H", "H", "H"],
  "coordinates": [[-3.676, 0.108, -0.171], [-2.257, -0.677, 0.146], [-1.099, -0.029, 0.224], [0.117, -0.654, 0.236], [1.328, -0.110, 0.071], [2.768, -1.023, -0.147], [1.619, 1.588, 0.013], [-2.197, -1.784, 0.219], [-1.080, 0.991, 0.095], [0.086, -1.695, 0.419]]
}



{
  "formula": "C3H3Cl3",
  "method": "the ωB97M-V functional and the def2-TZVPD basis",
  "homo_lumo_gap_ev": 8.2,
  "smiles": "ClCC=C(Cl)Cl",
  "species": ["Cl", "C", "C", "C", "Cl", "Cl", "H", "H", "H"],
  "coordinates": [[-1.915, -1.269, -1.082], [-0.659, -0.936, 0.386], [-0.296, 0.464, 0.387], [1.049, 0.874, -0.396], [1.537, 2.531, -0.309], [1.951, -0.318, -1.222], [-1.172, -1.146, 1.352], [0.264, -1.417, -0.024], [-0.759, 1.217, 0.908]]
}



{
  "formula": "C3H3Cl3O",
  "method": "the ωB97M-V functional and the def2-TZVPD basis",
  "homo_lumo_gap_ev": 10.3,
  "smiles": "C=C(Cl)Cl.O=CCl",
  "species": ["C", "C", "Cl", "Cl", "H", "H", "O", "C", "Cl", "H"],
  "coordinates": [[-1.210, -0.775, 0.804], [-0.192, -1.493, 0.354], [0.363, -1.559, -1.393], [0.812, -2.492, 1.303], [-1.918, -0.176, 0.099], [-1.430, -0.898, 1.810], [0.472, 1.192, -1.763], [0.980, 1.837, -0.899], [0.150, 2.848, 0.247], [1.974, 1.517, -0.562]]
}



{
  "formula": "C3H3Cl3S2",
  "method": "the ωB97M-V functional and the def2-TZVPD basis",
  "homo_lumo_gap_ev": [6.3, 7.6],
  "species": ["C", "C", "C", "S", "S", "Cl", "Cl", "Cl", "H", "H", "H"],
  "coordinates": [[1.993, 1.937, -0.127], [-0.100, 0.136, -0.114], [3.107, -0.621, 0.055], [3.428, 2.603, -0.126], [0.367, 1.952, -0.081], [2.830, -1.518, 1.573], [4.659, 0.114, 0.069], [2.794, -1.610, -1.336], [-0.217, -0.168, 0.894], [0.554, -0.519, -0.656], [-1.036, 0.159, -0.527]]
}



{
  "formula": "C3H3Cl6OP",
  "method": "the ωB97M-V functional and the def2-TZVPD basis",
  "homo_lumo_gap_ev": [8.2, 6.8],
  "species": ["C", "C", "C", "O", "P", "Cl", "Cl", "Cl", "Cl", "Cl", "Cl", "H", "H", "H"],
  "coordinates": [[0.978, -0.224, -0.306], [-0.929, 0.812, 0.939], [-0.522, -0.140, -0.082], [-4.385, -0.764, -1.342], [-4.008, -0.239, -0.046], [1.552, -1.006, 1.169], [-0.765, 2.565, 0.757], [-1.183, 0.519, -1.804], [-1.327, -1.704, 0.017], [-4.675, -1.522, 1.462], [-5.154, 1.339, 0.225], [1.290, -0.960, -1.084], [1.418, 0.668, -0.474], [-1.029, 0.436, 2.049]]
}



{
  "formula": "C3H3Cl9",
  "method": "the ωB97M-V functional and the def2-TZVPD basis",
  "homo_lumo_gap_ev": 11.1,
  "smiles": "ClC(Cl)Cl.ClC(Cl)Cl.ClC(Cl)Cl",
  "species": ["Cl", "C", "Cl", "Cl", "H", "Cl", "C", "Cl", "Cl", "H", "Cl", "C", "Cl", "Cl", "H"],
  "coordinates": [[0.065, -0.785, -3.792], [1.053, 0.596, -3.315], [0.368, 2.168, -3.749], [2.685, 0.430, -3.955], [1.187, 0.629, -2.234], [-0.116, -3.168, 1.733], [0.139, -1.945, 3.033], [-1.352, -0.892, 3.221], [1.686, -1.009, 2.743], [0.262, -2.491, 3.969], [-2.782, 1.379, 1.198], [-1.152, 1.268, 0.497], [-0.775, 2.790, -0.328], [-0.778, -0.226, -0.382], [-0.490, 1.256, 1.362]]
}



{
  "formula": "C3H3ClIN",
  "method": "the ωB97M-V functional and the def2-TZVPD basis",
  "homo_lumo_gap_ev": 10.1,
  "smiles": "N#C[C@@H](Cl)CI",
  "species": ["N", "C", "C", "Cl", "C", "I", "H", "H", "H"],
  "coordinates": [[-1.429, 3.243, 0.092], [-0.747, 2.326, -0.127], [-0.110, 1.099, -0.435], [1.661, 1.363, -0.534], [-0.471, -0.051, 0.647], [-2.133, -1.237, 0.032], [-0.372, 0.591, -1.331], [0.370, -0.699, 0.722], [-0.588, 0.354, 1.760]]
}



{
  "formula": "C3H3ClIN2",
  "method": "the ωB97M-V functional and the def2-TZVPD basis",
  "charge": 1,
  "homo_lumo_gap_ev": 6.1,
  "species": ["C", "C", "C", "N", "N", "Cl", "I", "H", "H", "H"],
  "coordinates": [[-1.300, 0.635, -0.062], [-2.455, 0.050, -0.115], [0.813, -0.802, 0.017], [0.054, 0.344, -0.023], [0.486, -1.979, 0.105], [-3.874, -0.610, -0.148], [2.961, -0.124, -0.069], [-1.444, 1.726, -0.063], [0.624, 1.182, -0.056], [1.115, -2.762, 0.131]]
}



{
  "formula": "C3H3ClN2",
  "method": "the ωB97M-V functional and the def2-TZVPD basis",
  "homo_lumo_gap_ev": 9.8,
  "smiles": "Clc1c[nH]cn1",
  "species": ["Cl", "C", "C", "N", "C", "N", "H", "H", "H"],
  "coordinates": [[-1.986, -0.023, 0.003], [-0.286, -0.029, -0.014], [0.497, 1.081, 0.017], [1.806, 0.610, -0.038], [1.756, -0.716, -0.070], [0.540, -1.126, 0.038], [0.277, 2.166, -0.089], [2.602, 1.148, 0.331], [2.661, -1.332, 0.105]]
}



{
  "formula": "C3H3ClN2OS",
  "method": "the ωB97M-V functional and the def2-TZVPD basis",
  "homo_lumo_gap_ev": 7.4,
  "species": ["C", "C", "C", "H", "H", "H", "N", "N", "O", "S", "Cl"],
  "coordinates": [[-0.047, -1.353, -0.298], [-0.741, 0.627, -0.732], [0.343, 0.829, -0.007], [0.256, -3.156, 1.079], [-0.026, 3.217, 0.305], [1.369, -0.504, 1.001], [-0.884, -0.777, -1.024], [0.764, -0.396, 0.160], [-0.001, -2.747, -0.282], [0.913, 2.357, 0.864], [-1.945, 1.901, -1.065]]
}



{
  "formula": "C3H3ClNO2",
  "method": "the ωB97M-V functional and the def2-TZVPD basis",
  "charge": -1,
  "homo_lumo_gap_ev": 8.2,
  "species": ["C", "C", "C", "N", "O", "O", "Cl", "H", "H", "H"],
  "coordinates": [[0.331, -0.285, 1.519], [-1.997, -0.027, 0.362], [1.542, -0.282, -0.726], [1.055, -0.397, 0.619], [-1.214, -0.546, -0.368], [-3.099, 0.057, 0.784], [-1.477, 2.148, 0.740], [1.850, 0.751, -0.890], [0.689, -0.466, -1.265], [2.319, -0.954, -0.775]]
}



{
  "formula": "C3H3ClO10V",
  "method": "the ωB97M-V functional and the def2-TZVPD basis",
  "charge": -2,
  "homo_lumo_gap_ev": [5.7, 6.0],
  "spin_multiplicity": 2,
  "species": ["O", "V", "O", "C", "O", "O", "H", "O", "C", "O", "O", "H", "O", "C", "O", "O", "H", "Cl"],
  "coordinates": [[0.613, -1.459, -1.282], [-0.685, -0.558, -1.048], [2.483, 2.365, -1.669], [1.695, 1.316, -1.284], [1.787, 0.945, -0.015], [0.639, 1.154, -1.895], [2.786, 2.814, -0.835], [-0.924, -2.498, 0.543], [-1.800, -2.473, -0.260], [-2.113, -1.806, -1.316], [-2.728, -3.340, 0.148], [0.725, -1.421, 1.251], [0.655, 1.254, 2.544], [0.143, 0.272, 1.720], [-0.947, 0.111, 1.064], [0.764, -0.814, 1.926], [-0.184, 1.919, 2.505], [-2.908, 2.218, -2.095]]
}



Question: What is the formula in the fourth record?
Answer: C3H3Cl3S2